{"formula": "C24H48AsF6O24RbTl", "method": "ωB97M-V/def2-TZVPD", "elements": ["H", "O", "C", "O", "Rb", "C", "H", "F", "C", "O", "C", "O", "F", "H", "C", "O", "C", "H", "H", "H", "O", "C", "H", "H", "C", "H", "H", "O", "H", "H", "H", "C", "O", "Tl", "C", "H", "H", "O", "H", "C", "H", "F", "H", "C", "H", "F", "C", "O", "H", "H", "H", "H", "C", "C", "H", "H", "O", "C", "As", "H", "F", "H", "H", "H", "C", "H", "O", "H", "H", "H", "O", "H", "H", "H", "O", "H", "O", "O", "H", "H", "H", "H", "O", "C", "O", "H", "C", "H", "C", "O", "H", "O", "C", "F", "H", "O", "H", "C", "O", "C", "H", "O", "C", "O", "H"], "positions_angstrom": [[-4.53098, -10.68385, -4.50410], [-3.17989, -2.94344, -8.11255], [-5.31958, -8.98325, -2.69067], [-5.90196, -7.90744, -2.12319], [-4.11608, 2.47708, -5.98729], [4.13312, 3.41531, -6.25225], [-4.81589, -5.17167, -10.74976], [-0.21361, 1.39803, 1.19110], [-7.22991, -0.92846, 5.39961], [-5.13599, -9.99834, -2.05653], [5.45223, -6.61521, 0.92602], [6.87482, 0.40746, 3.42403], [-0.73456, 1.59500, -1.20917], [-4.01114, -3.64626, -10.69860], [-6.52334, 7.10510, 5.13659], [-3.31944, -4.83782, -9.31869], [-0.72664, -3.78824, -7.15121], [-3.83381, -9.53328, -5.54989], [-6.96845, 7.11545, 4.14167], [8.91648, -1.48106, 0.76824], [-6.85779, -0.96377, 8.96244], [5.35664, 7.03724, 2.80479], [-0.41840, -4.24079, -6.20872], [2.28084, 7.22646, -9.61022], [-4.42214, -4.42675, -10.05827], [-8.12711, -1.36491, 4.96070], [3.56088, 3.07103, -5.39079], [3.67271, 6.34372, 5.83430], [5.31119, 10.05859, 6.20518], [-5.24601, -4.00287, -9.48411], [5.41844, -7.68990, 1.10489], [8.36317, -0.61888, 0.39595], [9.01834, 0.68699, 2.61778], [0.98532, 0.07917, 6.64397], [-5.92062, -6.63598, -2.72086], [9.65281, 2.27434, 3.76422], [5.25784, 8.07873, 2.49876], [2.79184, -6.88656, 0.98700], [-1.15623, -2.91107, -6.66735], [-6.12051, -1.57003, 10.03954], [9.10713, 0.11062, 0.07585], [-1.95321, -0.62124, -1.21618], [-2.90590, -9.86251, -4.14677], [7.71080, 0.42295, 2.55055], [5.21365, 3.41070, -6.10894], [-1.41462, -0.79946, 1.42729], [1.38804, -6.94766, 0.56065], [-4.64314, -8.73570, -3.85199], [-6.44895, -5.77408, -2.31332], [-5.89709, -2.59900, 9.75772], [4.00566, 2.57583, -6.93571], [-5.30343, -0.86380, 10.18687], [2.58100, 4.83688, -7.61333], [9.59359, 1.18712, 3.81488], [-7.03638, 0.11198, 5.13855], [5.39241, 8.62745, 7.04127], [4.64064, -5.87282, 1.87179], [-4.38794, 6.00275, 4.53691], [-1.11355, 0.38029, 0.04088], [1.36970, -6.56986, -0.46163], [0.36619, -0.52697, -0.33281], [-3.02367, 7.96727, 2.33113], [-6.15191, -6.60213, -3.78551], [-6.02019, 8.06336, 5.26578], [4.75851, 9.12464, 6.30705], [6.32185, 6.84201, 3.27206], [7.38577, -0.08659, 1.33539], [2.01316, 5.53528, -9.98463], [-6.52549, -1.60507, 4.91578], [0.73873, 6.38684, -9.11559], [-5.56106, 6.01113, 5.18661], [0.17035, -3.57864, -7.73396], [-2.34829, 6.57708, 3.25236], [9.22834, 0.73025, 4.73463], [-4.33963, 6.95857, 3.60656], [5.24990, -6.33674, -0.10819], [1.73139, 3.96287, -7.88971], [-7.38530, -1.07302, 6.83310], [-4.85110, -6.42737, -2.74778], [-6.73572, -1.47190, 10.93396], [0.99140, -7.96126, 0.61885], [6.46459, -6.23902, 1.07333], [-3.53261, 5.17043, 4.69788], [-3.20925, 6.96021, 2.70459], [2.66527, -5.18746, 2.55754], [10.65126, 0.92371, 3.82307], [-6.34166, -0.88977, 7.66962], [3.77348, 9.32827, 6.72698], [1.81853, 6.31015, -9.24315], [4.68104, 8.33875, 5.04329], [-3.55190, 6.28663, 1.91909], [4.31368, 6.61439, 3.63679], [3.30944, -5.93226, 1.84021], [-2.63858, 1.28936, 0.47827], [0.65145, -6.32158, 1.06418], [2.59325, 6.07176, -8.12466], [-7.32638, 6.99305, 5.86507], [4.17877, 7.06884, 4.92675], [-1.57240, -4.58335, -7.95413], [-3.93603, -9.77063, -4.49096], [5.26974, 6.53772, 1.83989], [3.71244, 4.68511, -6.95872], [-2.71691, -4.03104, -8.46949], [-5.16795, -0.72832, 7.32860], [7.78253, -0.94484, -0.46702]], "lumo_ev": -13.9, "multiplicity": 1, "charge": 3}


{"formula": "C24H48AsF6O24Tl", "method": "ωB97M-V/def2-TZVPD", "elements": ["H", "H", "H", "C", "C", "H", "H", "O", "H", "O", "H", "H", "O", "C", "H", "H", "O", "H", "C", "C", "H", "H", "H", "H", "O", "C", "H", "O", "H", "C", "H", "F", "H", "H", "Tl", "O", "H", "O", "H", "H", "O", "H", "O", "H", "F", "H", "C", "H", "C", "H", "C", "O", "H", "C", "C", "C", "H", "O", "C", "O", "H", "H", "O", "F", "H", "F", "O", "H", "H", "C", "O", "C", "O", "C", "O", "H", "O", "C", "As", "H", "H", "H", "H", "F", "H", "H", "H", "H", "C", "C", "O", "C", "H", "H", "F", "O", "H", "O", "C", "O", "C", "H", "O", "C"], "positions_angstrom": [[-0.25837, -2.90571, -0.89634], [3.20531, -6.53289, -3.66674], [-2.37969, 8.64544, -0.45776], [1.47631, 3.25908, -1.66911], [-0.04531, -1.07756, 4.78322], [-3.91569, -1.73759, 3.05593], [6.58662, 1.41867, -4.24646], [5.45712, 1.25478, -2.44716], [2.90603, -3.13835, 1.42962], [-4.94169, 2.22142, -2.43551], [-1.52387, 2.55379, 6.38300], [-2.57742, 9.33506, -2.03464], [-4.76385, 0.27799, -3.59181], [-5.08574, 1.55995, -3.46803], [3.26141, -7.32977, -2.04190], [-2.18269, -1.47369, 2.61692], [3.14312, -0.72337, 2.41880], [1.68044, -3.53087, 2.62642], [-2.93637, -2.19809, 2.92564], [-4.09311, -0.44823, -2.52815], [2.02096, 0.90367, -2.26187], [-5.42719, -6.25855, 1.61675], [3.84476, -2.55729, -2.04513], [4.91122, -2.27588, -0.59824], [-4.67614, -4.36330, 3.07809], [-0.57026, -3.87805, -0.51503], [-6.74482, 3.87864, -3.88047], [-2.17428, 7.23490, -2.05621], [-4.60007, -0.09800, -1.62902], [4.14783, -1.86548, -1.25923], [-0.03654, -1.98421, 4.17823], [-0.53819, 1.29558, -0.61415], [-4.66475, -6.58178, 0.03508], [-3.06564, -0.13416, -2.34442], [3.42043, 2.20229, 1.80128], [3.56524, -2.76122, 3.40167], [5.38907, -2.32721, 5.20173], [4.82577, -0.86826, -2.05619], [2.17269, 1.31310, -4.00859], [3.64294, -2.06901, 5.77299], [2.08383, -4.24777, -0.96461], [-0.33023, 3.36008, 5.37142], [-0.11475, 1.36647, 5.57314], [-1.33809, 3.48003, -0.93628], [1.20952, 0.75036, 1.12006], [-4.03201, -7.27433, 1.54867], [2.97204, -6.44299, -2.60579], [-1.50404, 3.14925, -2.61541], [-0.46519, 2.58458, 6.12540], [-1.06878, -0.82037, 5.05610], [2.75442, -3.51601, 2.44081], [1.61739, -5.94518, -2.39325], [-5.22495, 3.88132, -4.63328], [-2.48860, 6.05972, -1.51521], [5.80323, 0.84470, -3.75153], [1.54372, 1.37583, -3.12059], [-2.46573, -2.43742, 3.87923], [0.00186, -4.85431, -1.43776], [-3.83463, -4.28735, 2.19656], [-5.78111, 1.94858, -4.54680], [3.64619, -5.69320, -2.19174], [0.63903, 0.81276, -3.34991], [4.23207, -0.84673, 4.36588], [-1.48599, -1.04452, -0.39859], [-4.22176, -1.52979, -2.48587], [-1.20418, 0.35303, 1.71522], [0.65181, -0.06085, 4.04016], [-2.97548, 3.36378, -1.78199], [0.52979, 6.30176, -2.19474], [0.86129, 5.42929, -2.75777], [-3.18441, 5.85511, -0.47303], [-1.94815, 3.72733, -1.80505], [-1.84459, 5.09183, -2.25204], [4.60598, -1.63321, 5.50706], [-3.63591, -5.17329, 1.19488], [-3.83645, 8.26655, -1.45858], [1.92015, 2.70801, -0.66624], [-6.17117, 3.34023, -4.63489], [-0.17198, -0.19074, 0.37092], [1.55030, 5.74658, -3.54052], [6.20730, -0.16762, -3.75818], [3.35801, -1.35947, -0.70404], [-0.20908, -3.85800, 0.51319], [0.32106, -1.61899, 1.34208], [5.02329, -1.10960, 6.36717], [0.10025, 2.87595, 7.01054], [0.49691, -1.27182, 5.70862], [-6.63948, 3.57306, -5.59122], [-2.75862, 8.42892, -1.45657], [0.74679, 1.24642, 4.47513], [1.27369, 4.61202, -1.69095], [1.28236, -4.92194, -1.55258], [-1.65955, -3.88489, -0.47635], [2.93669, -4.59062, 2.45065], [0.88235, -0.65008, -0.99134], [4.41355, 0.75602, -0.42889], [0.04606, 5.07081, -3.38625], [1.56016, 2.00490, 4.00349], [4.79987, 0.39753, -1.57516], [1.18012, 2.72191, -2.91613], [-4.48087, -6.39196, 1.09256], [4.87375, 0.82010, -4.32036], [-3.03712, -3.29625, 1.99848], [3.53216, -1.42102, 3.31856]], "lumo_ev": -13.0, "multiplicity": 1, "charge": 2}


| no. | strongest force on any atom (eV/Å) | E_tot (a.u.) | orbital gap (eV) |
| --- | --- | --- | --- |
| 1 | 4.61 | -5779.3445 | 1.0 |
| 2 | 4.56 | -5755.6953 | 1.5 |